# 1
Below is C47H52BN9P2Ru as an isolated structure at a distorted geometry, with properties calculated with wB97M-V/def2-TZVPD.

The geometry in XYZ format:
```
112
Properties=species:S:1:pos:R:3:forces:R:3:lowdin_spin:R:1
C -1.48858 -2.18413 -1.50009 0.861 -0.764 -0.114 0.040
H -2.70055 -2.73539 -3.65853 0.077 -0.068 0.006 0.004
H -1.56864 0.44540 5.42552 -0.208 0.055 0.242 0.000
C -3.24617 3.99072 0.79282 -0.056 0.076 0.094 0.000
H 2.04805 -7.08544 -1.91932 0.032 -0.068 -0.008 0.000
H 1.80242 3.47976 2.04317 0.078 0.098 0.006 0.000
H -1.84919 -3.20380 -1.68012 0.104 0.282 0.042 0.004
C -2.74226 -3.06674 1.25708 0.203 -0.023 0.031 0.000
H -6.93913 -3.13743 -3.74745 -0.141 -0.070 -0.045 0.008
H -1.78713 0.55514 2.71059 -0.115 0.010 -0.065 0.000
H 4.03381 0.67442 -0.63763 -0.095 0.122 -0.078 0.000
C 3.19681 3.61677 -0.95759 0.031 -0.070 -0.020 0.000
C -1.38612 -2.76913 1.37848 0.106 0.060 -0.096 -0.001
C 0.53670 0.02609 4.91498 -0.483 0.082 -0.019 0.003
H 5.15222 0.68648 3.50212 0.028 -0.059 0.212 0.000
N 3.34605 0.37114 2.45477 0.327 0.597 0.284 -0.001
H 2.20443 -4.99528 -3.22216 0.056 -0.020 -0.070 0.000
H 2.40056 0.23840 -4.09764 0.078 -0.009 -0.009 0.000
H -3.41542 0.49187 -0.79869 0.171 -0.161 0.054 0.001
H 1.83702 5.82968 1.86288 0.069 0.086 -0.156 0.000
C 0.92053 -6.19908 -0.32840 -0.017 -0.062 -0.085 0.000
C -3.47599 -3.40251 2.38167 -0.134 0.019 0.019 0.000
C 0.94458 4.12762 -0.42540 -0.094 -0.072 -0.006 0.000
H 0.59311 6.28548 -0.20535 0.163 0.051 0.020 0.000
C -2.27678 3.27170 -1.71320 0.011 -0.186 0.033 0.003
C 0.85903 0.52842 -2.63601 -0.018 -0.053 0.487 0.001
C -6.16114 -1.84577 -2.21914 0.093 0.206 0.271 0.005
C 1.67602 -5.00868 -2.28108 0.037 -0.093 -0.059 0.000
H 4.20322 -4.67774 2.15453 0.142 -0.187 0.025 0.000
C 1.58751 -6.18384 -1.54436 0.032 0.044 0.015 0.002
C -0.77805 -2.83241 2.63453 0.075 -0.048 -0.174 0.000
C -2.56785 -0.16112 -0.57731 -0.068 0.803 0.635 0.036
N 2.11815 3.37915 -0.01255 -0.029 -0.176 -0.066 0.000
H 2.74751 -3.57612 0.14725 -0.031 -0.045 -0.095 0.000
C -3.59770 4.73033 -0.32686 0.026 -0.011 0.041 0.003
C 5.15372 0.88422 1.28426 0.015 -0.031 0.161 -0.001
H -2.62241 -0.46868 0.48074 -0.071 -0.040 -0.206 0.017
H 0.84194 0.34410 -6.00170 0.059 -0.067 -0.153 0.000
Ru 0.91071 -0.22155 0.65334 0.045 -2.618 0.357 0.044
C 0.39856 -3.87479 -0.58721 0.437 0.406 -0.166 0.000
H 2.87920 6.82640 -0.10117 -0.057 -0.138 -0.008 0.000
P -1.00901 0.93568 -0.68097 0.591 -0.538 0.261 0.010
H 4.02114 2.93976 -0.73117 -0.028 0.138 -0.070 0.000
H -3.44848 -3.72117 4.49691 -0.062 -0.054 0.087 0.000
C -3.10612 4.37072 -1.57170 -0.036 0.119 0.002 0.000
H 1.19579 -2.92451 -2.34991 0.046 0.030 -0.110 0.001
C 2.87318 -3.22124 1.15099 0.131 -0.031 0.259 0.000
C -0.89751 0.56758 -4.78079 -0.123 0.002 0.003 0.001
C -4.79666 -3.04194 -3.80191 0.375 0.037 -0.023 0.006
H -3.61499 4.27233 1.76853 -0.020 0.022 0.050 0.000
C 1.34470 0.38373 -3.92315 0.116 -0.030 -0.085 0.001
B 2.60580 -0.49942 3.50367 -0.223 -0.094 -0.825 0.000
H -4.70829 -3.69808 -4.65372 0.020 -0.008 -0.100 -0.002
C 1.09336 -3.85301 -1.80044 -0.090 0.039 0.217 0.002
H 0.18328 4.03927 0.35110 0.021 0.015 -0.040 0.000
C -1.51263 -3.19066 3.74912 -0.090 -0.036 -0.002 0.000
C 0.46501 0.42645 -4.99597 0.077 -0.007 0.072 0.000
C -0.50643 0.72527 -2.41674 0.124 0.048 0.396 -0.001
H -0.20655 -5.06272 1.09982 0.004 -0.039 0.054 0.000
H 4.63343 5.15424 -0.34028 -0.162 0.147 0.061 0.000
H -0.81737 -1.91650 -2.33178 -0.179 -0.022 0.085 0.018
C -0.91775 0.38355 3.31683 0.225 0.016 -0.070 0.000
H -1.02669 -3.26466 4.71020 0.023 0.024 0.084 0.000
H 3.78018 5.53423 -1.84025 -0.058 0.163 0.080 0.000
H 3.90394 -2.90036 4.21643 0.126 -0.001 0.265 0.000
H -1.89963 3.01372 -2.68988 0.033 0.002 -0.102 0.000
H 1.06413 -0.12979 5.83228 0.225 -0.006 0.198 0.000
H 3.60137 5.67474 1.80426 -0.084 0.095 -0.145 0.000
P -0.32811 -2.30779 -0.02622 -0.914 0.875 0.826 0.008
H -4.24731 5.58653 -0.22679 -0.058 0.060 -0.003 0.000
H 1.53364 0.47857 -1.76176 -0.143 0.176 -0.417 -0.001
C 1.31065 5.60853 -0.66981 -0.760 -0.107 -0.337 0.000
N -2.60741 -1.29393 -1.43905 -1.019 -0.412 -0.413 0.345
N 2.98737 0.39260 1.16178 -1.064 0.754 -0.206 -0.020
H -2.13520 2.31977 1.53544 -0.009 0.009 0.084 0.000
H 3.48873 3.34344 1.54285 -0.031 -0.015 0.032 0.000
C 3.62753 -3.77694 2.18239 -0.002 0.183 0.170 0.000
C -1.38936 0.71594 -3.49576 0.159 -0.072 0.111 0.000
H 0.86465 -7.11101 0.24586 -0.011 -0.080 0.042 0.000
H -3.37721 4.94409 -2.44213 -0.025 0.127 -0.146 0.000
C 3.67355 5.08216 -0.85541 0.656 -0.432 -0.556 0.000
H -1.58205 0.56719 -5.61372 -0.053 0.017 -0.145 0.000
H -3.23086 -3.06082 0.29444 -0.084 -0.036 -0.105 0.000
H 6.15805 1.13840 1.01487 0.225 -0.027 -0.042 0.000
C -3.66374 -2.52177 -3.22178 -0.042 -0.403 -0.352 0.104
N 0.27062 0.16843 2.75280 0.249 -0.459 -2.119 -0.005
H 2.82784 3.38879 -1.95897 0.065 0.040 -0.026 0.000
H -7.13399 -1.60408 -1.82097 -0.078 0.058 0.037 -0.002
N 2.29641 -2.10097 1.56853 -1.041 1.345 -0.604 0.000
C 3.48260 -2.89114 3.23336 0.007 -0.421 -0.315 0.000
C -2.42287 2.88744 0.66003 0.133 -0.179 -0.122 0.002
N 2.67422 -1.89436 2.84460 0.006 -0.357 0.311 0.000
N 1.15346 -0.06076 3.73030 0.164 0.044 0.233 0.001
N 2.65313 5.82876 -0.07705 0.222 0.612 0.006 0.000
C 2.53524 3.81915 1.30799 0.010 -0.133 0.170 0.000
H -5.14639 -0.67592 -0.76646 -0.005 0.020 0.093 0.004
H 1.36377 5.83706 -1.73407 0.117 0.101 0.056 0.000
C 0.31768 -5.04976 0.15508 -0.140 0.290 -0.020 0.002
C 2.66834 5.36160 1.33241 0.007 -0.314 0.923 0.000
C -6.05377 -2.72159 -3.29633 0.026 0.064 0.008 0.174
C 4.06768 0.67487 0.43830 -0.160 0.062 0.279 -0.001
C -0.79988 0.31509 4.69704 0.240 -0.064 -0.052 0.000
C -5.03630 -1.31440 -1.62910 -0.446 0.230 0.127 0.107
C -2.86807 -3.45831 3.62673 0.020 -0.010 -0.023 0.000
C -1.95242 2.50561 -0.59879 0.402 -0.079 0.334 -0.001
H -2.45270 0.81309 -3.33247 -0.126 0.098 -0.032 0.000
C 4.65088 0.66624 2.55499 0.246 0.199 -0.412 0.002
H 0.54303 3.67610 -1.33451 -0.008 0.160 0.004 0.000
H -4.52594 -3.63051 2.27889 -0.101 -0.035 0.034 0.000
C -3.75709 -1.67532 -2.09607 0.507 0.200 0.212 0.075
H 0.27890 -2.62745 2.72687 0.014 0.026 0.058 0.000
H 3.19670 -0.49350 4.52046 0.123 0.002 0.360 0.000
```
Forces are in eV/Å.

Computed properties:
HOMO (alpha / beta) ... -14.99 / -14.96 eV
Orbital gap (alpha / beta) ... 7.392 / 4.867 eV
Total charge ... +3
Electronic energy ... -3116.607903 Eh
Multiplicity ... 2



# 2
Below is C47H53BBiF5N8O2Se as an isolated structure, with properties calculated with wB97M-V/def2-TZVPD.

The geometry in XYZ format:
```
118
Properties=species:S:1:pos:R:3:forces:R:3:mulliken_charge:R:1
C -4.86856 1.33648 2.69831 -0.042 -0.016 0.031 -2.398
H -5.66880 1.89772 2.21194 0.029 -0.013 0.025 0.454
H 1.67524 -6.00475 -1.11115 -0.073 -0.008 -0.010 0.460
C 0.49556 -3.78714 -0.01788 -0.052 -0.146 0.176 -0.936
N -1.46127 -0.15278 1.87703 -0.132 -0.379 0.525 0.601
H -3.63492 0.44220 -0.34926 0.057 -0.126 -0.150 0.102
H 1.84671 2.69176 -0.17672 0.186 -0.097 -0.100 -0.631
H 0.76508 -1.93493 3.94181 -0.050 0.055 -0.132 -0.126
C 0.90317 -4.38922 3.60868 -0.008 0.063 -0.015 -1.355
C -3.00797 0.48144 -3.85085 0.129 -0.097 0.075 0.732
C 3.84912 -0.73852 -3.19870 0.279 0.000 0.032 -0.766
C 0.65478 -5.82278 -1.45949 0.073 -0.043 0.027 -2.479
H -2.49230 2.41201 0.44124 0.078 0.032 0.009 0.043
H 5.66584 1.04370 0.97744 -0.025 0.046 -0.060 0.293
C 2.77907 2.22861 -0.51283 -0.109 0.147 0.078 -0.468
H -1.31530 -4.88883 -2.76156 0.029 0.032 0.061 0.493
H -3.90185 -2.53726 -1.52201 0.048 0.077 -0.055 0.620
H 4.09822 4.07234 0.75652 0.022 -0.068 0.046 0.512
C -3.73394 1.12093 1.68647 0.031 0.011 -0.009 2.849
C -4.28012 -0.10774 -3.91726 -0.077 -0.097 0.032 0.779
H 4.70221 3.19305 2.17155 -0.081 0.014 -0.085 0.429
C 3.69206 1.94582 0.67882 -0.016 -0.030 -0.012 3.089
H -4.12631 3.02303 0.75333 0.100 -0.091 0.061 0.515
H 4.69618 -1.16512 -2.67694 -0.059 0.019 -0.030 0.367
C -3.66873 -1.70885 -2.18295 -0.133 0.048 0.188 -0.038
C -0.25564 4.84463 0.11625 0.072 -0.008 0.156 -0.116
N 2.05850 0.11305 1.44250 -0.009 -0.068 0.192 0.854
C 1.68670 0.36289 -4.53530 -0.155 0.068 0.135 -0.617
H 4.99993 -0.21882 -4.92546 -0.048 -0.002 0.014 0.428
C 0.22631 5.42698 2.34505 -0.044 -0.096 -0.092 -0.020
C 0.74513 -3.89773 2.20576 -0.013 -0.042 -0.066 0.587
C -0.38903 6.17707 -0.21704 -0.031 -0.064 -0.088 -0.085
C -2.62318 0.32823 2.37764 0.243 -0.006 0.131 -0.677
H 0.98776 -4.09391 -3.47036 -0.005 -0.021 0.015 0.564
H -1.85603 -4.48718 -1.11736 0.054 0.023 -0.079 0.332
C 1.18779 -3.64864 -2.49361 -0.008 -0.011 0.049 -1.420
Se 0.24219 2.59533 1.85652 -0.295 -0.195 0.206 -0.064
H 2.69008 -1.63809 5.09848 0.001 0.058 0.007 0.188
C -1.15719 -4.21535 -1.91438 -0.045 -0.015 0.155 -1.594
O 2.34588 -1.21836 -1.36550 0.240 -0.039 0.639 1.627
C 2.68035 -0.11488 3.56868 0.028 0.033 -0.053 0.749
C -1.53263 -0.66918 4.05186 0.019 -0.012 -0.019 0.404
H 0.58115 -6.18287 -2.48817 0.007 0.014 0.072 0.475
C 0.70305 -4.65819 1.05864 -0.030 -0.118 -0.131 -0.929
N 0.59061 -2.61929 1.84722 0.182 0.132 -0.109 0.729
H 5.01139 0.80724 -0.66038 -0.053 -0.087 0.064 0.186
F 0.53176 5.12220 3.60960 0.034 -0.042 0.154 -0.359
N -0.80183 -0.76098 2.92761 0.140 0.074 -0.220 0.887
H -1.93385 -0.99960 6.10078 -0.012 -0.001 0.004 0.447
H 2.54041 1.31848 -1.05865 0.036 -0.143 -0.148 -0.441
H 0.82376 0.76664 -5.04645 0.036 0.008 -0.025 0.535
N 1.77875 -0.49196 2.63722 0.050 -0.169 -0.008 0.651
H 5.62925 2.38292 -0.17914 -0.041 -0.067 -0.012 0.501
C 2.66541 -0.55143 4.99821 -0.070 0.004 -0.090 -1.329
H -5.25609 0.83678 0.18773 0.040 -0.020 0.008 0.467
H 3.53459 -0.13446 5.50305 0.006 -0.014 -0.005 0.458
C -5.24835 0.42140 -4.78628 -0.043 -0.029 -0.005 -0.893
Bi 0.07614 -0.22632 -0.08687 -0.122 0.396 0.125 3.618
C -4.55312 -1.25706 -3.09419 -0.074 0.100 -0.151 -0.897
C 1.50570 -0.14561 -3.25116 -0.100 0.133 -0.248 -0.356
N 0.25010 -0.20572 -2.57098 0.352 -0.091 -0.005 1.003
H -1.75662 2.06288 -4.58276 -0.100 -0.010 -0.021 0.430
H -6.22256 -0.05471 -4.83563 0.043 0.048 0.011 0.407
H -3.48071 2.98755 -6.08807 -0.001 -0.031 0.027 0.390
C -1.14545 -1.22721 5.38641 0.041 0.028 -0.129 -1.182
H 2.96307 3.51543 2.00848 0.059 -0.004 -0.087 0.250
H 0.96692 -2.58840 -2.55926 -0.019 -0.072 -0.049 0.062
H 3.27738 2.91298 -1.20668 0.003 -0.108 0.018 0.705
C -2.41852 -1.03026 -1.95628 -0.142 0.297 -0.546 -0.312
B 0.59243 -1.44206 2.87268 -0.072 0.012 -0.121 -3.494
H -1.38024 -3.20743 -2.24098 -0.033 -0.008 0.005 0.199
C -0.21913 7.14651 0.74554 0.024 -0.035 0.058 0.778
H -0.21560 -0.79206 5.75431 -0.088 -0.034 -0.014 0.125
C -3.70070 2.11372 -5.48638 0.043 -0.006 0.012 -0.767
H 1.77271 -0.18232 5.50786 0.090 -0.026 -0.030 0.123
C 0.05341 4.41453 1.40350 -0.066 0.015 -0.196 0.589
H 0.80357 -5.73011 1.02993 -0.033 0.106 -0.044 0.658
C 3.55229 0.75900 2.96681 0.140 0.123 -0.049 -1.282
C 5.08073 1.50610 0.17730 -0.028 -0.051 0.023 -1.691
H -5.51612 -1.74959 -3.20067 0.075 0.052 -0.006 0.363
C -3.27133 2.49792 1.19798 -0.010 0.028 0.016 -1.783
H 1.78496 -3.96748 4.09341 -0.046 -0.017 -0.035 0.206
C -2.73482 1.60043 -4.65034 0.086 0.041 -0.038 -0.670
H 3.68359 -2.80631 -1.46244 0.052 0.115 0.046 0.695
N 0.45162 -2.52144 0.48093 -0.215 -0.345 0.320 0.681
H 4.18100 -1.46528 -0.39799 0.102 0.206 0.008 0.464
H -4.53407 1.90918 3.56791 -0.057 -0.033 -0.111 0.410
F 0.25188 7.69856 2.97349 0.041 0.132 0.151 -0.311
C -4.96774 1.52280 -5.55925 -0.059 -0.022 -0.020 -0.581
C -4.31539 0.37085 0.49247 0.040 -0.152 -0.039 -1.522
F -0.34406 8.43534 0.43419 -0.036 0.290 -0.060 -0.320
C 2.60435 -0.70497 -2.59935 -0.027 -0.021 0.011 0.480
C -2.68458 0.00627 3.74054 -0.183 0.077 0.056 -0.971
H -0.03973 -6.40917 -0.85241 0.066 0.031 -0.049 0.421
H -2.87337 3.09912 2.01557 0.040 -0.003 -0.024 0.443
C 0.08909 6.76427 2.03479 0.010 -0.036 0.014 0.127
N -0.73156 0.18067 -3.27457 -0.020 0.087 -0.329 -1.216
H -1.01680 -2.31096 5.34903 -0.013 0.069 0.018 0.127
F -0.68198 6.53884 -1.46966 -0.037 0.022 -0.167 -0.316
C 3.87329 3.26422 1.45895 -0.001 -0.032 0.139 -1.985
H -3.47403 0.23847 4.43738 0.122 -0.030 -0.113 0.636
C 3.10928 0.91707 1.64396 0.088 0.037 -0.012 -0.939
H 0.03256 -4.13595 4.21679 0.066 -0.018 -0.036 0.158
C 4.01913 -0.20180 -4.46636 -0.044 0.043 -0.069 -0.982
H -5.28218 0.38182 3.04103 0.016 0.127 -0.025 0.461
H 1.00339 -5.47275 3.59016 0.005 -0.005 -0.002 0.439
O -1.73818 -1.36731 -0.93908 0.446 0.193 0.236 -0.917
H 2.25051 -3.78701 -2.26947 -0.270 -0.027 -0.130 0.187
C 0.30329 -4.32745 -1.44802 0.002 0.112 -0.011 2.715
H 2.85758 -2.53361 0.08643 0.006 0.047 -0.002 0.031
H 3.05877 0.75835 -6.13195 -0.012 -0.027 0.072 0.423
C 3.33867 -2.04845 -0.75732 -0.023 0.073 0.049 -1.987
C -2.00894 -0.06952 -2.94331 -0.458 -0.096 0.222 -0.290
C 2.93635 0.34718 -5.13688 -0.035 0.006 0.000 -0.696
H 4.38323 1.25922 3.44261 -0.124 -0.029 -0.061 0.522
H -5.72151 1.93494 -6.21890 0.031 -0.024 0.028 0.393
H -4.50249 -0.68205 0.71818 0.021 0.036 -0.046 0.394
F -0.42553 3.95209 -0.87166 -0.059 -0.162 -0.152 -0.304
```
Forces are in eV/Å.

Computed properties:
HOMO ... -6.39 eV
Orbital gap ... 5.323 eV
ΔE to the lowest compared entry with this formula, charge and spin ... 27.3 kcal per mole
Electronic energy ... -5551.567712 Eh
Multiplicity ... 1